[1]
Molecular formula: C25H18F3N5O5SbSe4Sr
Method: DFT, wB97M-V/def2-TZVPD

## Properties
- energy above the lowest of the compared OMol25 structures with the same formula, charge and spin (kcal/mol) = 16.3
- largest force on an atom (eV/Å) = 1.0
- charge = -1
- total energy (Ha) = -11790.01149

Atoms and positions in Å:
Sr -0.188 -0.391 -1.095
O -0.604 0.856 -5.460
C -0.657 0.662 -4.230
N 0.042 -0.175 -3.479
C 0.882 -1.120 -4.174
C 0.889 -2.497 -3.538
C 1.405 -3.574 -4.260
C 1.479 -4.822 -3.672
C 1.025 -4.985 -2.368
C 0.527 -3.875 -1.718
N 0.456 -2.658 -2.283
C -1.713 1.465 -3.458
C -2.291 2.569 -4.076
C -3.319 3.238 -3.435
C -3.761 2.777 -2.200
C -3.132 1.674 -1.650
N -2.126 1.032 -2.259
H 1.930 -0.783 -4.204
H 0.583 -1.218 -5.221
H 1.762 -3.411 -5.269
H 1.908 -5.660 -4.208
H 1.101 -5.933 -1.853
H 0.212 -3.944 -0.680
H -1.921 2.851 -5.051
H -3.781 4.102 -3.897
H -4.570 3.260 -1.667
H -3.419 1.293 -0.673
O -1.381 0.557 0.824
C -0.613 1.553 0.737
O 0.424 1.612 0.020
C -0.985 2.791 1.526
C -1.141 4.002 0.863
C -1.501 5.147 1.560
C -1.696 5.096 2.931
C -1.521 3.881 3.573
C -1.173 2.722 2.898
N -1.728 3.820 5.039
O -1.240 2.884 5.647
O -2.268 4.775 5.577
H -0.969 4.041 -0.207
H -1.625 6.085 1.034
H -1.981 5.967 3.502
H -1.063 1.787 3.434
F 0.294 -0.449 5.879
C 1.398 -1.000 5.344
F 1.562 -2.196 5.935
F 2.442 -0.233 5.693
C 1.264 -1.142 3.856
C 2.226 -0.655 2.993
C 2.039 -0.837 1.631
N 0.981 -1.461 1.116
C 0.082 -1.945 1.970
C 0.164 -1.809 3.341
H 3.110 -0.152 3.356
H 2.779 -0.483 0.925
H -0.751 -2.489 1.538
H -0.600 -2.225 3.984
Se 5.704 -2.579 -0.039
Sb 4.030 -4.467 0.087
Se 2.757 -4.571 2.091
Se 4.575 -6.383 -1.212
Se 3.686 -2.378 -1.368


[2]
Molecular formula: C25H18N3O3S
Method: DFT, wB97M-V/def2-TZVPD

## Properties
- energy above the lowest of the compared OMol25 structures with the same formula, charge and spin (kcal/mol) = 0.2
- largest force on an atom (eV/Å) = 3.0
- charge = -1
- total energy (Ha) = -1751.61621

Atoms and positions in Å:
C 4.860 -3.227 0.073
O 4.489 -2.389 1.190
C 3.204 -1.976 1.342
C 2.935 -1.153 2.464
C 1.642 -0.790 2.766
C 0.544 -1.291 2.025
C -0.794 -1.163 2.571
C -1.706 -2.179 2.423
C -2.994 -2.189 3.029
N -4.042 -2.270 3.549
C -1.355 -3.414 1.800
N -1.090 -4.456 1.331
C 0.851 -1.935 0.801
C 2.144 -2.285 0.448
H 5.933 -3.355 0.194
H 4.366 -4.207 0.131
H 4.639 -2.732 -0.886
H 3.782 -0.866 3.086
H 1.436 -0.152 3.625
H -1.020 -0.303 3.210
H 0.036 -2.160 0.117
H 2.349 -2.838 -0.470
C 0.732 4.522 4.574
C 0.878 4.018 3.276
C 0.012 3.035 2.789
C -1.091 2.636 3.577
C -2.157 1.839 3.012
C -2.135 1.438 1.673
N -2.129 1.098 0.542
S -3.778 2.347 3.695
C -4.947 1.914 2.399
C -5.635 2.958 1.793
C -6.560 2.679 0.788
C -6.814 1.347 0.434
C -6.153 0.304 1.089
C -5.227 0.589 2.091
O -4.063 1.512 4.833
O -3.784 3.783 3.793
C -1.192 3.102 4.916
C -0.315 4.068 5.384
H 1.461 5.230 4.969
H 1.673 4.386 2.629
H 0.118 2.622 1.781
H -5.410 3.978 2.090
H -7.061 3.496 0.265
H -7.513 1.116 -0.378
H -6.348 -0.731 0.796
H -4.722 -0.214 2.616
H -1.957 2.698 5.578
H -0.452 4.483 6.384


[3]
Molecular formula: C25H19AsAuIO3S4Si
Method: DFT, wB97M-V/def2-TZVPD

## Properties
- energy above the lowest of the compared OMol25 structures with the same formula, charge and spin (kcal/mol) = 66.2
- largest force on an atom (eV/Å) = 3.4
- charge = -2
- total energy (Ha) = -5741.35236

Atoms and positions in Å:
Au 1.338 -2.721 0.479
S 4.745 -4.229 3.542
As 3.632 -2.708 2.575
S 3.682 -2.922 0.397
S 1.486 -2.872 2.931
S 4.476 -0.884 3.228
O 1.051 -0.545 -0.033
Si 0.339 0.699 0.582
C 1.312 1.572 1.967
C 2.266 2.551 1.717
C 2.971 3.148 2.747
C 2.732 2.772 4.057
C 1.801 1.785 4.327
C 1.101 1.197 3.290
C -1.401 0.428 1.333
C -2.266 1.471 1.650
C -3.523 1.224 2.178
C -3.935 -0.078 2.412
C -3.083 -1.127 2.114
C -1.833 -0.869 1.581
C 0.031 1.907 -0.860
C -0.132 3.274 -0.699
C -0.347 4.101 -1.790
C -0.400 3.563 -3.065
C -0.246 2.198 -3.242
C -0.037 1.385 -2.143
H 2.470 2.838 0.693
H 3.722 3.899 2.529
H 3.279 3.239 4.864
H 1.632 1.463 5.347
H 0.384 0.416 3.504
H -1.957 2.495 1.478
H -4.192 2.050 2.401
H -4.921 -0.268 2.822
H -3.389 -2.150 2.283
H -1.189 -1.698 1.337
H -0.074 3.705 0.292
H -0.469 5.170 -1.649
H -0.557 4.207 -3.921
H -0.286 1.771 -4.238
H 0.096 0.321 -2.268
I 0.329 -2.910 -7.142
C -0.225 -2.902 -5.091
C -1.568 -2.968 -4.770
C -1.920 -2.998 -3.434
C -0.957 -2.975 -2.430
C 0.379 -2.880 -2.785
C 0.753 -2.841 -4.119
C -1.461 -3.140 -0.990
O -2.671 -3.046 -0.819
O -0.618 -3.472 -0.106
H -2.328 -2.995 -5.539
H -2.956 -3.052 -3.130
H 1.140 -2.834 -2.016
H 1.799 -2.765 -4.380


[4]
Molecular formula: C25H19AsN2O9OsS2
Method: DFT, wB97M-V/def2-TZVPD

## Properties
- energy above the lowest of the compared OMol25 structures with the same formula, charge and spin (kcal/mol) = 0.0
- largest force on an atom (eV/Å) = 0.2
- charge = 0
- total energy (Ha) = -4873.59308

Atoms and positions in Å:
Os -0.578 0.758 -0.269
N 0.158 0.777 -2.277
C -0.493 -0.179 -3.142
C 0.241 -1.173 -3.764
C -0.412 -2.082 -4.585
C -1.781 -1.984 -4.780
C -2.505 -0.986 -4.145
C -1.871 -0.072 -3.311
C -2.604 0.979 -2.576
C -3.682 1.648 -3.141
C -4.377 2.614 -2.422
C -4.024 2.900 -1.116
C -2.975 2.208 -0.514
C -2.237 1.291 -1.260
H 0.037 1.723 -2.635
H 1.164 0.591 -2.243
H 1.308 -1.236 -3.597
H 0.153 -2.868 -5.069
H -2.291 -2.696 -5.416
H -3.579 -0.933 -4.270
H -3.969 1.425 -4.161
H -5.207 3.132 -2.885
H -4.578 3.632 -0.543
H -2.745 2.390 0.529
O 2.705 2.376 -1.726
As 2.257 2.638 -0.046
O 2.622 4.150 0.390
O 0.572 2.282 -0.010
C 3.071 1.332 1.120
C 3.749 1.953 2.159
C 4.323 1.204 3.180
C 4.213 -0.173 3.170
C 3.533 -0.807 2.138
C 2.963 -0.065 1.118
S 2.143 -0.992 -0.156
O 2.447 -2.372 0.046
O 2.498 -0.387 -1.416
O 0.647 -0.795 0.148
H 3.116 3.199 -2.026
H 3.809 3.034 2.164
H 4.850 1.707 3.979
H 4.660 -0.764 3.959
H 3.448 -1.885 2.106
O -1.886 -0.997 0.038
S -2.135 -0.762 1.487
O -3.506 -0.766 1.877
N -1.285 0.603 1.739
C -0.291 0.402 2.724
O 0.482 1.247 3.083
C -0.272 -1.024 3.186
C 0.591 -1.584 4.110
C 0.501 -2.950 4.341
C -0.435 -3.733 3.668
C -1.312 -3.171 2.751
C -1.191 -1.814 2.527
H 1.315 -0.960 4.617
H 1.168 -3.419 5.051
H -0.478 -4.796 3.864
H -2.045 -3.769 2.228


What did the fourth record say?
Molecular formula: C25H19AsN2O9OsS2
Method: DFT, wB97M-V/def2-TZVPD

## Properties
- energy above the lowest of the compared OMol25 structures with the same formula, charge and spin (kcal/mol) = 0.0
- largest force on an atom (eV/Å) = 0.2
- charge = 0
- total energy (Ha) = -4873.59308

Atoms and positions in Å:
Os -0.578 0.758 -0.269
N 0.158 0.777 -2.277
C -0.493 -0.179 -3.142
C 0.241 -1.173 -3.764
C -0.412 -2.082 -4.585
C -1.781 -1.984 -4.780
C -2.505 -0.986 -4.145
C -1.871 -0.072 -3.311
C -2.604 0.979 -2.576
C -3.682 1.648 -3.141
C -4.377 2.614 -2.422
C -4.024 2.900 -1.116
C -2.975 2.208 -0.514
C -2.237 1.291 -1.260
H 0.037 1.723 -2.635
H 1.164 0.591 -2.243
H 1.308 -1.236 -3.597
H 0.153 -2.868 -5.069
H -2.291 -2.696 -5.416
H -3.579 -0.933 -4.270
H -3.969 1.425 -4.161
H -5.207 3.132 -2.885
H -4.578 3.632 -0.543
H -2.745 2.390 0.529
O 2.705 2.376 -1.726
As 2.257 2.638 -0.046
O 2.622 4.150 0.390
O 0.572 2.282 -0.010
C 3.071 1.332 1.120
C 3.749 1.953 2.159
C 4.323 1.204 3.180
C 4.213 -0.173 3.170
C 3.533 -0.807 2.138
C 2.963 -0.065 1.118
S 2.143 -0.992 -0.156
O 2.447 -2.372 0.046
O 2.498 -0.387 -1.416
O 0.647 -0.795 0.148
H 3.116 3.199 -2.026
H 3.809 3.034 2.164
H 4.850 1.707 3.979
H 4.660 -0.764 3.959
H 3.448 -1.885 2.106
O -1.886 -0.997 0.038
S -2.135 -0.762 1.487
O -3.506 -0.766 1.877
N -1.285 0.603 1.739
C -0.291 0.402 2.724
O 0.482 1.247 3.083
C -0.272 -1.024 3.186
C 0.591 -1.584 4.110
C 0.501 -2.950 4.341
C -0.435 -3.733 3.668
C -1.312 -3.171 2.751
C -1.191 -1.814 2.527
H 1.315 -0.960 4.617
H 1.168 -3.419 5.051
H -0.478 -4.796 3.864
H -2.045 -3.769 2.228


- Which of these has the highest largest force on an atom?
  C25H19AsAuIO3S4Si


- charge of number 4 (C25H19AsN2O9OsS2)?
  0